60
Properties=species:S:1:pos:R:3:forces:R:3 method="wB97M-V/def2-TZVPD" orbital_gap_ha=0.176 homo_energy_ev=-1.13 charge=-2 relative_energy_kcal_mol=43.4
H -3.9905 -2.8524 -6.7872 0.00 -0.01 0.00
N -1.9502 0.7960 5.4633 0.02 0.05 0.06
C -2.2572 1.6638 7.7464 0.01 0.00 0.00
C 1.6467 3.6559 0.1050 0.02 -0.07 -0.01
C -1.9157 4.4700 5.3643 0.01 0.01 -0.02
H -3.4212 0.1373 6.7908 -0.01 0.01 0.01
S 1.3774 0.7124 -4.0114 0.16 -0.10 -0.18
C -1.5290 -0.6914 7.3856 -0.02 -0.03 -0.02
C -2.8615 2.9042 7.1090 -0.02 -0.02 -0.01
H -1.1081 -2.4361 -0.9201 -0.17 -0.03 0.05
H -1.6386 -1.6057 6.8060 0.01 0.00 0.00
C -0.6358 1.1695 2.9720 0.04 0.13 0.00
H -0.4340 3.7618 2.3859 0.04 0.02 0.01
C -2.9658 1.5596 0.4138 -0.05 0.01 0.00
H -2.6112 -3.7129 -2.5198 0.01 0.00 0.01
H 0.7781 3.4103 0.7049 -0.03 -0.04 -0.02
C -2.8767 -2.0012 -3.7802 -0.01 0.07 0.01
H -2.9709 -0.0821 -4.7726 0.01 0.02 0.00
O 0.1969 1.3755 2.0923 -0.21 -0.14 0.22
C -2.1359 3.1912 5.8259 -0.01 0.01 0.04
N -3.6184 -2.2549 -6.0688 0.03 0.02 0.03
H -3.9228 2.7251 6.9012 0.00 0.01 0.01
H -3.6552 2.4179 0.5353 0.01 0.02 -0.02
C -1.2970 4.6588 4.1350 0.01 0.01 0.00
Cd -0.2107 0.4411 -0.1531 0.23 -0.32 0.13
C -1.5799 -1.9716 -1.7791 0.16 0.06 -0.13
C -2.3873 -2.6657 -2.6670 0.05 -0.11 0.04
O -1.9961 -2.3034 2.9261 -0.02 -0.07 0.04
O -4.3192 -3.7593 -4.5365 0.01 0.04 0.04
C -2.3708 0.4523 6.8298 0.01 0.01 -0.02
S 1.8219 -1.1426 -0.1734 0.00 0.00 -0.35
C -1.7005 2.1009 5.0551 -0.03 -0.05 -0.02
I 1.6424 2.3543 -1.6574 0.10 0.68 -0.10
H -2.2489 -1.1692 4.7962 0.00 0.01 0.00
H -2.8512 -1.6534 -6.3166 0.00 0.00 -0.01
N -1.2907 -0.6833 -1.9498 -0.45 -0.02 0.06
H -1.1985 1.8475 7.9559 0.00 0.01 0.00
C -0.8818 3.6144 3.3582 0.01 -0.04 -0.01
O -1.7543 1.9571 -0.1106 0.22 -0.07 -0.03
I 3.3251 3.4933 1.4296 -0.02 0.00 -0.03
C -1.8438 -0.1992 4.5354 0.05 0.00 0.00
C -1.4296 -1.3302 2.4044 0.13 0.02 0.04
F -1.1241 5.9346 3.7072 0.00 0.01 0.00
S 2.6972 -0.7639 -3.4109 -0.07 0.14 -0.13
C -1.7937 -0.0295 -2.9886 0.08 0.00 0.08
C -3.6697 -2.7629 -4.7947 -0.02 -0.05 -0.09
H -2.2430 5.3319 5.9335 0.00 -0.01 0.01
H -3.5064 0.8233 -0.2154 0.02 -0.02 -0.01
H -2.8071 3.7624 7.7813 0.02 0.01 -0.01
H -0.4745 -0.4098 7.3800 0.00 0.00 0.00
O -0.9775 -1.2404 1.2397 -0.49 0.04 0.17
H -1.5378 1.0193 -3.0574 -0.03 0.02 0.01
C -2.5835 -0.6527 -3.9392 -0.03 -0.02 -0.04
C -1.2872 -0.0885 3.3092 0.00 0.01 -0.09
H -2.7399 1.4216 8.6954 -0.01 -0.01 -0.01
S 1.6940 -1.9450 -2.0842 0.24 -0.21 0.26
C -1.0739 2.3104 3.8241 0.00 0.00 0.01
H -1.8306 -0.9016 8.4141 0.00 0.00 0.00
H 1.6295 4.6917 -0.2147 -0.02 0.00 0.01
H -2.8989 1.0875 1.4141 0.01 0.01 0.00